# C42H57BMgN8O4P

C42H57BMgN8O4P as an isolated structure at a distorted geometry (ωB97M-V/def2-TZVPD, the Open Molecules 2025 dataset).

As for the HOMO energy: -10.5 eV. As for the energy above the lowest of the compared OMol25 structures with the same formula, charge and spin: 1.883 eV. For the total energy, the calculation gives -2940.136161 a.u. Its largest force on an atom is 0.0388 Eh/bohr. Its HOMO-LUMO gap is 7.60 eV.

```
! RIJCOSX wB97M-V def2-TZVPD def2/J DEFGRID3
* xyz 1 1
Mg -0.174 0.501 -0.127
C 1.677 4.603 2.351
C 1.007 3.276 2.357
C 0.339 2.655 3.397
C -0.110 1.439 2.868
N 0.291 1.347 1.605
N 0.950 2.456 1.291
B 1.799 2.494 0.013
N 2.559 1.160 -0.022
N 1.947 -0.033 -0.038
C 2.909 -0.961 -0.065
C 4.164 -0.337 -0.069
C 3.896 1.015 -0.028
C 4.869 2.137 0.014
C 2.739 -2.407 0.027
C 3.641 -3.258 -0.613
C 3.603 -4.620 -0.385
C 2.663 -5.162 0.479
C 1.737 -4.332 1.085
C 1.778 -2.967 0.862
N 1.000 2.561 -1.292
N 0.425 1.460 -1.763
C 0.009 1.698 -3.005
C 0.350 3.015 -3.343
C 0.978 3.531 -2.224
C 1.520 4.900 -2.024
C -0.724 0.718 -3.790
C -1.069 0.969 -5.119
C -1.865 0.081 -5.817
C -2.327 -1.072 -5.207
C -1.952 -1.346 -3.902
C -1.153 -0.469 -3.196
C -0.896 0.392 3.500
C -1.830 0.682 4.492
C -2.589 -0.327 5.053
C -2.421 -1.642 4.649
C -1.453 -1.949 3.707
C -0.693 -0.940 3.139
H 1.440 5.150 3.261
H 2.759 4.487 2.291
H 1.358 5.186 1.489
H 0.238 3.007 4.404
H 2.557 3.398 0.070
H 5.130 -0.798 -0.062
H 5.880 1.742 0.048
H 4.768 2.768 -0.868
H 4.708 2.756 0.896
H 4.380 -2.839 -1.278
H 4.324 -5.267 -0.860
H 2.665 -6.219 0.697
H 1.004 -4.746 1.764
H 1.110 -2.304 1.388
H 0.176 3.529 -4.266
H 1.290 5.513 -2.891
H 1.076 5.358 -1.140
H 2.601 4.874 -1.890
H -0.709 1.860 -5.612
H -2.135 0.299 -6.840
H -2.966 -1.758 -5.743
H -2.297 -2.264 -3.444
H -0.850 -0.660 -2.177
H -1.947 1.697 4.835
H -3.303 -0.091 5.828
H -3.009 -2.427 5.104
H -1.259 -2.987 3.456
H 0.136 -1.162 2.482
N -3.534 -3.600 0.106
C -2.082 -3.889 0.253
C -1.274 -2.766 -0.418
N -1.602 -1.459 0.111
C -3.024 -1.219 -0.046
C -3.861 -2.260 0.685
H -4.097 -4.343 0.534
H -3.757 -3.561 -0.897
H -1.848 -4.851 -0.208
H -1.856 -3.944 1.320
H -1.494 -2.762 -1.490
H -0.206 -2.967 -0.300
H -1.369 -1.386 1.100
H -3.260 -1.228 -1.113
H -3.284 -0.222 0.319
H -4.923 -2.049 0.556
H -3.623 -2.272 1.751
C -2.315 5.329 1.363
C -2.977 4.128 2.036
C -2.672 4.153 3.534
C -4.487 4.124 1.858
O -2.381 2.940 1.494
P -2.931 2.187 0.190
O -4.218 1.475 0.408
O -1.790 1.272 -0.197
O -2.977 3.387 -0.880
C -3.770 3.448 -2.063
C -5.145 4.042 -1.742
C -3.945 2.070 -2.689
C -3.000 4.382 -2.999
H -2.718 6.257 1.759
H -2.478 5.284 0.291
H -1.244 5.287 1.551
H -2.982 5.108 3.949
H -1.608 4.025 3.688
H -3.212 3.356 4.040
H -4.926 4.987 2.352
H -4.899 3.215 2.287
H -4.739 4.144 0.808
H -5.696 3.368 -1.088
H -5.709 4.191 -2.661
H -5.031 5.006 -1.250
H -4.439 1.417 -1.977
H -2.977 1.646 -2.936
H -4.548 2.144 -3.590
H -2.813 5.328 -2.500
H -3.575 4.565 -3.900
H -2.047 3.934 -3.262
*
```